No. 1
Here is C28H25F2N6O7Zr as an isolated structure from OMol25. Energies are from ωB97M-V/def2-TZVPD.

energy relative to the best compared isomer or geometry (same formula, charge and spin): 0.19 kJ/mol
charge: -1
spin multiplicity: 1
Kohn-Sham gap: 0.26043 Eh

CARTESIAN COORDINATES (ANGSTROEM)
Zr -0.6135 -0.1575 -0.0209
O -1.7154 0.8610 -1.3892
C -1.8781 1.9535 -2.0719
C -2.8360 2.0092 -3.1011
C -3.0247 3.1650 -3.8228
C -2.2738 4.3171 -3.5596
C -1.3338 4.2758 -2.5571
C -1.1201 3.1128 -1.8029
C -0.1089 3.1441 -0.7716
N 0.2224 2.2027 0.0252
C 1.3197 2.5208 0.9497
C 1.8650 1.2322 1.5678
N 1.7343 0.1979 0.5557
C 2.7844 -0.2434 -0.0108
C 2.7959 -1.0767 -1.1938
C 3.9895 -1.7081 -1.5721
C 4.0741 -2.4446 -2.7308
C 2.9447 -2.5219 -3.5589
C 1.7709 -1.8882 -3.2265
C 1.6506 -1.1539 -2.0260
O 0.5243 -0.5885 -1.7199
H -3.4134 1.1138 -3.2912
H -3.7718 3.1829 -4.6074
H -2.4351 5.2219 -4.1294
H -0.7423 5.1567 -2.3295
H 0.4287 4.0979 -0.7011
H 0.9707 3.1972 1.7333
H 2.1221 3.0202 0.3974
H 1.2812 0.9515 2.4407
H 2.9044 1.3714 1.8817
H 3.7661 0.0489 0.3823
H 4.8568 -1.6037 -0.9269
H 4.9968 -2.9360 -3.0092
H 2.9964 -3.0900 -4.4802
H 0.8899 -1.9602 -3.8501
O -4.8214 4.5634 3.8710
C -4.0373 3.7393 4.3755
O -3.7406 3.5053 5.5597
C -3.3694 2.7830 3.3476
C -3.6222 2.9003 1.9886
C -2.9626 2.0808 1.0893
N -2.0682 1.1668 1.4691
C -1.8640 1.0195 2.7878
C -2.4811 1.7919 3.7486
C -0.8659 -0.0448 3.1246
O -0.5645 -0.3600 4.2567
O -0.3744 -0.6327 2.0590
H -4.3311 3.6474 1.6586
H -3.1527 2.1544 0.0285
H -2.2706 1.6475 4.7988
F -3.0379 -1.6540 -1.4179
C -2.4336 -1.6364 -0.1707
F -3.4486 -1.1936 0.7061
H -2.2842 -2.6864 0.1005
C 3.1523 -4.6911 1.1295
N 1.8305 -4.2793 0.7122
C 1.3807 -4.5608 -0.6348
C 0.2883 -3.5098 -0.8221
O -0.4735 -3.4714 -1.7526
N 0.3827 -2.5978 0.2203
C 1.2674 -3.0883 1.0774
N 1.6110 -2.4690 2.2072
H 3.2623 -5.7607 0.9578
H 3.2987 -4.5152 2.1932
H 3.9349 -4.1629 0.5734
H 0.9849 -5.5689 -0.7487
H 2.1720 -4.3868 -1.3738
H 0.9661 -1.7109 2.4694
H 2.0496 -3.0003 2.9374

Forces on atoms 1 to 2 (eV/Å):
0.29 -0.21 0.19
-0.18 0.12 -0.10

***

No. 2
Here is the molecule C3H8N2O in a non-equilibrium geometry from OMol25. Energies are from ωB97M-V/def2-TZVPD.

SMILES: CC(=O)NCN
energy relative to the best compared isomer or geometry (same formula, charge and spin): 161.10 kJ/mol
charge: 0
spin multiplicity: 1
Kohn-Sham gap: 0.37667 Eh

CARTESIAN COORDINATES (ANGSTROEM)
C 1.0112 2.0838 0.5099
C -0.1128 1.1390 0.2915
O -1.3242 1.5073 0.1228
N 0.2539 -0.1983 0.1395
C -0.6800 -1.0957 -0.5212
N -0.2700 -2.3844 -0.5597
H 0.7724 3.1088 0.5376
H 1.4447 1.8989 1.5969
H 1.8758 1.9205 -0.1969
H 0.8359 -0.5876 0.8799
H -1.6233 -1.0568 -0.0926
H -0.9849 -0.5325 -1.4306
H -0.3340 -2.8882 -1.3818
H -0.8648 -2.9148 0.1047

Forces on atoms 1 to 2 (eV/Å):
2.69 -1.18 2.25
-3.68 0.03 -1.07

***

No. 3
Here is the molecule C5H10O2 from OMol25. Energies are from ωB97M-V/def2-TZVPD.

energy relative to the best compared isomer or geometry (same formula, charge and spin): 537.36 kJ/mol
charge: 0
spin multiplicity: 1
Kohn-Sham gap (alpha / beta): 0.29882 / 0.29880 Eh

CARTESIAN COORDINATES (ANGSTROEM)
C -1.8634 -0.6904 1.2256
C -0.0868 -0.5051 -1.0237
C 1.2403 0.0549 -1.3008
C 1.9760 -0.0487 0.0886
O 1.5494 0.8982 1.0222
C -1.1037 0.5605 -0.6817
O -1.2146 0.4772 0.7398
H -1.2149 -1.5679 1.1622
H -2.1200 -0.4806 2.2660
H -2.7800 -0.8855 0.6551
H 1.2991 1.1087 -1.6191
H 1.8133 -0.5890 -1.9779
H 3.0323 0.1561 -0.1050
H 1.8903 -1.0812 0.4556
H 0.6104 0.7396 1.2230
H -2.0742 0.3538 -1.1609
H -0.8220 1.6048 -0.8854

Forces on atoms 1 to 2 (eV/Å):
-0.18 -0.19 0.10
0.20 0.28 -0.05

***

No. 4
Here is a 4-piece molecular cluster, C4H4Br3Cl9 overall in a non-equilibrium geometry from OMol25. Energies are from ωB97M-V/def2-TZVPD.

charge: -1
spin multiplicity: 2
<S²>: 0.75
Kohn-Sham gap (alpha / beta): 0.13321 / 0.29621 Eh

CARTESIAN COORDINATES (ANGSTROEM)
C -3.6305 -2.1472 0.0890
Br -2.3609 -1.8034 1.5730
Br -2.8318 -1.5684 -1.6926
Br -5.3467 -1.2208 0.4220
H -3.7640 -3.2267 0.0177
C -1.1908 1.1565 -0.0388
Cl 0.5055 0.5313 -0.0749
Cl -1.4752 2.3111 -1.3374
Cl -1.5491 1.7939 1.5952
H -1.9053 0.3416 -0.1547
C 2.4895 0.2927 2.8509
Cl 3.9602 0.3123 3.8056
Cl 1.5786 1.6744 3.3833
Cl 1.6372 -1.3107 3.0141
H 2.7291 0.4396 1.7977
C 2.2179 0.4477 -2.9611
Cl 3.7494 0.1762 -3.8963
Cl 0.9604 -0.6685 -3.3457
Cl 1.7829 2.1737 -3.1412
H 2.4437 0.2946 -1.9057

Forces on atoms 1 to 2 (eV/Å):
-0.09 -0.07 0.33
0.73 -0.19 1.01